No. 1
C9H9NO | the ωB97M-V functional and the def2-TZVPD basis

The geometry in XYZ format:
```
20
Properties=species:S:1:pos:R:3:forces:R:3:nbo_charge:R:1
C 0.5832 2.1461 -2.3310 -1.743 -5.169 1.734 0.6924
C 1.8820 0.3628 1.2839 1.217 1.737 -0.502 -0.1525
C 1.5049 0.8212 0.0442 -2.479 -1.844 1.012 -0.2438
C 1.0582 -0.4966 1.9475 -0.088 -1.814 0.769 -0.3063
C 0.2643 0.3227 -0.4797 1.384 1.654 0.182 0.1502
C -0.1393 -0.8935 1.3909 -1.185 -1.578 0.895 0.2575
C -0.1401 0.7667 -1.7965 0.910 3.872 -2.412 -0.1868
C -1.1472 -1.9275 2.0842 3.379 -1.913 -5.343 -0.6342
C -1.5709 0.5405 -2.3245 2.678 1.080 -3.367 -0.6441
N -0.5377 -0.4961 0.1907 -0.080 0.195 -0.327 -0.4824
O 1.4177 2.6626 -2.9258 -0.239 0.492 -0.036 -0.4415
H 2.7931 0.7862 1.7464 -0.479 -0.604 -0.247 0.2182
H 1.9596 1.6007 -0.4558 1.329 1.250 -0.914 0.2031
H 1.4338 -1.0891 2.7701 -0.157 0.482 0.558 0.2167
H -1.7874 -2.1511 1.1086 0.656 0.167 2.767 0.2417
H -0.5315 -2.8862 2.3707 -1.275 1.742 -0.504 0.2117
H -1.5827 -1.5378 2.9155 -1.671 1.059 2.128 0.2127
H -2.0621 1.5283 -2.3054 -0.564 -0.999 0.206 0.2300
H -1.9279 -0.2625 -1.7423 -1.111 -0.538 0.621 0.2528
H -1.4701 0.2028 -3.4918 -0.481 0.731 2.778 0.2047
```
Positions in Å, forces in eV/Å.

For the HOMO energy (alpha / beta), the calculation gives -7.51 / -7.51 eV. Its SMILES is CC(=C=O)c1cccc(C)n1. The calculation puts the LUMO energy (alpha / beta) at -0.3 / -0.3 eV. For the energy above the lowest of the compared OMol25 structures with the same formula, charge and spin, the calculation gives 98.40 kcal per mole. For the orbital gap (alpha / beta), the calculation gives 7.17 / 7.17 eV.



No. 2
C9H9NO2S | the ωB97M-V functional and the def2-TZVPD basis

The geometry in XYZ format:
```
22
Properties=species:S:1:pos:R:3:forces:R:3:nbo_charge:R:1
C -2.9148 -0.7232 -0.4147 0.199 -0.446 0.157 -0.1902
C -2.1779 -1.8913 -0.1783 0.615 1.437 -0.201 -0.2102
C -2.4184 0.5515 -0.1450 1.947 -2.480 -0.139 -0.1956
C -0.8947 -1.7204 0.3376 1.159 -1.557 -0.615 -0.2574
C -1.0834 0.7121 0.2150 0.803 -0.465 1.379 -0.0970
C -0.3504 -0.4682 0.5017 -2.106 1.231 1.098 0.3069
C -0.3810 2.0054 0.3358 -1.812 2.524 -1.112 -0.2381
C 0.8080 2.1997 -0.2704 0.859 -0.412 0.218 -0.1664
C 1.5281 1.0764 -0.9593 -0.509 -0.409 3.200 -0.8159
N 3.3644 -0.4777 0.8181 -0.295 0.529 1.347 -1.0669
O 0.8854 -0.3340 1.1940 0.379 0.286 -2.145 -0.6717
O 1.9402 -1.5592 -0.7650 -0.065 0.839 -0.431 -0.9330
S 1.9196 -0.2873 -0.0669 0.921 -0.672 -0.570 2.1374
H -3.8584 -0.8293 -0.9102 -0.535 0.110 0.015 0.2117
H -2.5117 -2.8496 -0.5440 -0.146 -0.097 0.294 0.2233
H -2.9287 1.3770 -0.4436 -1.703 2.293 -0.561 0.2102
H -0.1661 -2.5661 0.3968 -0.961 0.625 0.328 0.2381
H -1.0235 2.9977 0.5120 1.470 -2.440 0.208 0.2242
H 1.3069 3.2076 -0.2470 -0.785 -1.012 -0.317 0.2163
H 2.0017 1.2848 -1.8787 0.813 -0.359 -0.683 0.2618
H 3.7027 -1.4386 0.6648 -0.436 0.678 0.204 0.4117
H 3.2522 -0.2675 1.8472 0.186 -0.205 -1.672 0.4008
```
Positions in Å, forces in eV/Å.

For the HOMO energy, the calculation gives -8.09 eV. The calculation puts the LUMO energy at 0.5 eV. For the energy above the lowest of the compared OMol25 structures with the same formula, charge and spin, the calculation gives 58.65 kcal per mole. For the orbital gap, the calculation gives 8.64 eV.



No. 3
C9H9NOS | the ωB97M-V functional and the def2-TZVPD basis

The geometry in XYZ format:
```
21
Properties=species:S:1:pos:R:3:forces:R:3:nbo_charge:R:1
C -1.9804 -2.5819 -0.7620 -0.437 1.090 -0.099 -0.2565
O -0.8737 -1.6867 -0.8734 -0.160 0.756 1.645 -0.5313
C -0.9511 -0.5050 -0.0692 -0.150 0.011 -1.289 0.2426
C 0.4145 0.2345 -0.2540 -2.265 0.032 0.517 0.0413
C 0.2126 1.6148 -0.3699 0.895 0.146 0.456 -0.2355
C 1.3193 2.4491 -0.2906 0.676 0.183 -0.087 -0.2051
C 2.5936 1.8749 -0.1576 0.102 0.367 0.012 -0.2084
C 2.7831 0.4951 -0.1437 0.047 0.255 -0.263 -0.2021
C 1.6763 -0.3457 -0.2370 -0.029 0.568 0.458 -0.2275
H -1.5911 -3.5803 -0.7459 0.078 -0.524 -0.139 0.1941
H -2.5557 -2.3947 0.1506 0.181 -0.151 -0.054 0.1883
H -2.6448 -2.3976 -1.6133 0.035 -0.331 0.019 0.1766
H -1.7647 0.1884 -0.3929 0.679 -0.560 -0.637 0.1641
H -0.7883 2.0398 -0.4490 0.234 -0.205 0.064 0.2155
H 1.2354 3.5469 -0.3121 -0.087 -0.659 -0.057 0.2189
H 3.4742 2.5184 -0.0703 -0.368 -0.142 -0.035 0.2141
H 3.8068 0.1049 -0.0611 -0.595 0.047 -0.092 0.2193
H 1.8104 -1.4079 -0.2330 -0.160 -0.417 0.090 0.2290
N -1.4383 -0.7372 1.3232 -0.462 1.393 0.927 -0.4967
C -2.0531 -0.0451 2.1303 1.691 -1.725 -0.444 0.2482
S -2.6848 0.6153 3.4306 0.094 -0.133 -0.992 0.0108
```
Positions in Å, forces in eV/Å.

For the HOMO energy, the calculation gives -9.32 eV. Its SMILES is CO[C@@H](N=C=S)c1ccccc1. The calculation puts the LUMO energy at 0.3 eV. For the energy above the lowest of the compared OMol25 structures with the same formula, charge and spin, the calculation gives 29.69 kcal per mole. For the orbital gap, the calculation gives 9.64 eV.



No. 4
C9H9NS | the ωB97M-V functional and the def2-TZVPD basis

The geometry in XYZ format:
```
20
Properties=species:S:1:pos:R:3:forces:R:3:nbo_charge:R:1
C -0.3013 -1.0562 1.3771 0.896 -0.008 1.100 0.1448
C -0.8774 0.3484 -3.1589 -0.866 -0.038 1.899 -0.2773
C 0.4283 0.2680 -2.6657 0.573 1.175 0.551 -0.2148
C -1.7483 0.8767 -2.2243 -1.145 -0.239 -1.506 -0.4225
C 0.6136 0.8702 -1.4391 -2.103 -0.407 0.364 -0.2678
C 0.3864 -0.2320 1.9499 -0.833 -0.992 -0.372 -0.0965
C 1.7840 1.0476 -0.6731 -0.530 -0.010 -0.792 -0.0327
C 1.2265 0.6691 2.7487 -2.414 2.524 0.701 -0.6662
C 2.8272 1.2700 -0.1422 0.557 0.097 0.238 -0.2089
N -0.9794 -2.1275 0.7853 0.881 2.071 -1.348 -0.8398
S -1.0013 1.3399 -0.7836 1.414 0.018 -0.611 0.4875
H -1.2313 -0.1587 -4.0107 -0.207 -0.163 -1.120 0.2233
H 1.2456 -0.0751 -3.2473 0.665 -0.403 -0.313 0.2268
H -2.8469 0.9696 -2.4449 1.328 -0.004 0.727 0.2492
H 0.5751 1.2956 3.5511 1.322 -1.191 -2.055 0.2174
H 1.8818 0.1414 3.3604 1.251 -1.222 0.930 0.2257
H 1.8337 1.3639 2.1395 -0.596 -0.293 0.289 0.2388
H 3.7520 1.4759 0.3177 0.334 0.033 0.222 0.2345
H -0.7241 -2.9994 1.2238 0.154 -0.118 -0.216 0.3879
H -0.6897 -2.0561 -0.2253 -0.681 -0.830 1.311 0.3906
```
Positions in Å, forces in eV/Å.

For the HOMO energy, the calculation gives -8.32 eV. Its SMILES is C#Cc1cccs1.CC#CN. The calculation puts the LUMO energy at 0.6 eV. For the energy above the lowest of the compared OMol25 structures with the same formula, charge and spin, the calculation gives 102.29 kcal per mole. For the orbital gap, the calculation gives 8.95 eV.



No. 5
CBr2F3P | the ωB97M-V functional and the def2-TZVPD basis

The geometry in XYZ format:
```
7
Properties=species:S:1:pos:R:3:forces:R:3:nbo_charge:R:1
C 1.7240 -0.0324 0.4378 -2.115 1.725 0.170 0.9590
F 1.4205 0.8309 1.4629 0.947 -1.875 -0.616 -0.3361
F 2.2996 -1.1776 0.7130 0.566 0.916 0.422 -0.3000
F 2.2702 0.7031 -0.5109 0.737 -0.750 0.092 -0.3165
P -2.9975 0.6794 -1.0715 0.829 -0.423 0.001 0.4184
Br -0.8934 -0.1312 -1.2647 -0.767 0.379 -0.113 -0.2351
Br -3.8233 -0.8722 0.2334 -0.197 0.027 0.044 -0.1898
```
Positions in Å, forces in eV/Å.

For the HOMO energy (alpha / beta), the calculation gives -8.66 / -9.32 eV. The calculation puts the LUMO energy (alpha / beta) at -0.5 / -1.7 eV. For the energy above the lowest of the compared OMol25 structures with the same formula, charge and spin, the calculation gives 46.28 kcal per mole. For the orbital gap (alpha / beta), the calculation gives 8.13 / 7.58 eV.



No. 6
CBr2N2O | the ωB97M-V functional and the def2-TZVPD basis

The geometry in XYZ format:
```
6
Properties=species:S:1:pos:R:3:forces:R:3:nbo_charge:R:1
C 0.9683 -0.1846 -1.2000 0.487 0.109 1.633 -0.3256
N -0.9665 0.0071 0.6765 0.296 0.121 0.432 -0.0853
N -0.8413 0.0286 1.7883 -1.235 -0.258 -2.429 0.4320
O -0.8906 0.0136 2.9456 0.585 0.103 2.266 -0.3373
Br 0.5727 1.5423 -1.6952 -0.096 0.405 -0.686 0.1397
Br 1.1574 -1.4069 -2.5152 -0.037 -0.480 -1.216 0.1765
```
Positions in Å, forces in eV/Å.

For the HOMO energy, the calculation gives -8.89 eV. The calculation puts the LUMO energy at -1.1 eV. For the energy above the lowest of the compared OMol25 structures with the same formula, charge and spin, the calculation gives 41.54 kcal per mole. For the orbital gap, the calculation gives 7.80 eV.



No. 7
CBr2O2 | the ωB97M-V functional and the def2-TZVPD basis

The geometry in XYZ format:
```
5
Properties=species:S:1:pos:R:3:forces:R:3:nbo_charge:R:1
C -0.4477 -0.2924 -0.0698 1.675 3.762 0.876 0.6921
O -0.2450 -1.4200 -0.1150 0.621 -2.526 -0.390 -0.4914
O 0.4982 0.7843 0.0538 -1.022 -1.334 -0.327 -0.6164
Br -2.0914 0.5745 0.0598 -0.814 0.296 -0.114 0.0736
Br 2.2858 0.3536 0.0712 -0.460 -0.199 -0.045 0.3421
```
Positions in Å, forces in eV/Å.

For the HOMO energy, the calculation gives -10.84 eV. Its SMILES is O=C(Br)OBr. The calculation puts the LUMO energy at -1.0 eV. For the energy above the lowest of the compared OMol25 structures with the same formula, charge and spin, the calculation gives 0.00 kcal per mole. For the orbital gap, the calculation gives 9.81 eV.



No. 8
CBr2O2 | the ωB97M-V functional and the def2-TZVPD basis

The geometry in XYZ format:
```
5
Properties=species:S:1:pos:R:3:forces:R:3:nbo_charge:R:1
C 0.3086 0.1428 -0.3521 0.894 -0.038 -0.684 0.5017
O -0.3154 0.9548 0.4442 0.552 1.771 1.636 -0.2283
O -0.9770 0.0053 -0.4363 -1.723 -1.302 -1.265 -0.2289
Br 2.0206 -3.4114 1.9888 -0.016 0.518 -0.618 -0.0961
Br 1.6202 -1.6659 0.4068 0.293 -0.949 0.931 0.0516
```
Positions in Å, forces in eV/Å.

For the HOMO energy, the calculation gives -10.22 eV. The calculation puts the LUMO energy at -1.9 eV. For the energy above the lowest of the compared OMol25 structures with the same formula, charge and spin, the calculation gives 102.42 kcal per mole. For the orbital gap, the calculation gives 8.33 eV.



No. 9
CBrClF2O | the ωB97M-V functional and the def2-TZVPD basis

The geometry in XYZ format:
```
6
Properties=species:S:1:pos:R:3:forces:R:3:nbo_charge:R:1
C 0.0274 0.9142 0.0167 -1.261 0.628 0.855 0.7469
O -0.3431 0.9352 1.1429 1.359 -0.070 -1.223 -0.5003
F -0.8104 1.2838 -0.9659 0.205 0.057 -0.072 -0.3336
F 0.3056 -1.9194 0.9116 -1.229 0.197 -1.255 -0.3404
Cl -0.8466 -1.6532 -0.2956 0.842 -1.068 1.212 0.3593
Br 1.6671 0.4393 -0.8097 0.083 0.255 0.484 0.0681
```
Positions in Å, forces in eV/Å.

For the HOMO energy, the calculation gives -11.49 eV. Its SMILES is O=C(F)Br.FCl. The calculation puts the LUMO energy at -1.6 eV. For the energy above the lowest of the compared OMol25 structures with the same formula, charge and spin, the calculation gives 5.77 kcal per mole. For the orbital gap, the calculation gives 9.86 eV.



No. 10
CBrClFI | the ωB97M-V functional and the def2-TZVPD basis

The geometry in XYZ format:
```
5
Properties=species:S:1:pos:R:3:forces:R:3:nbo_charge:R:1
C -0.0359 0.3341 0.5429 -1.061 -2.276 1.405 0.1403
F 0.3280 1.1964 1.4344 0.634 0.743 1.522 -0.3050
Cl -0.0476 -1.3398 1.1196 0.274 1.484 -0.867 0.0232
Br 0.0743 0.9644 -1.1082 0.208 0.115 -2.200 0.1985
I 2.1269 2.0917 -3.8979 -0.055 -0.066 0.140 -0.0569
```
Positions in Å, forces in eV/Å.

For the HOMO energy (alpha / beta), the calculation gives -10.25 / -8.26 eV. The calculation puts the LUMO energy (alpha / beta) at -0.3 / -3.3 eV. For the energy above the lowest of the compared OMol25 structures with the same formula, charge and spin, the calculation gives 50.69 kcal per mole. For the orbital gap (alpha / beta), the calculation gives 10.00 / 4.95 eV.



No. 11
CBrClFNO2 | the ωB97M-V functional and the def2-TZVPD basis

The geometry in XYZ format:
```
7
Properties=species:S:1:pos:R:3:forces:R:3:nbo_charge:R:1
C -0.8233 -0.5315 -0.2556 0.911 -0.134 -0.045 0.1575
N 1.2492 0.6931 0.2611 -2.621 -1.237 -0.571 0.5398
O 2.2419 0.1567 -0.0596 1.079 0.201 0.077 -0.2753
O 0.8992 1.7004 0.7603 0.798 0.775 0.354 -0.2846
F -0.6549 -0.8726 -1.5347 -0.106 0.096 0.514 -0.3209
Cl -0.7523 -1.8927 0.8131 -0.100 0.378 -0.341 0.0458
Br -2.1599 0.7466 0.0155 0.040 -0.079 0.012 0.1378
```
Positions in Å, forces in eV/Å.

For the HOMO energy (alpha / beta), the calculation gives -9.85 / -9.09 eV. The calculation puts the LUMO energy (alpha / beta) at -0.8 / -1.1 eV. For the energy above the lowest of the compared OMol25 structures with the same formula, charge and spin, the calculation gives 41.73 kcal per mole. For the orbital gap (alpha / beta), the calculation gives 9.00 / 8.03 eV.



No. 12
CBrClFO2S | the ωB97M-V functional and the def2-TZVPD basis

The geometry in XYZ format:
```
7
Properties=species:S:1:pos:R:3:forces:R:3:nbo_charge:R:1
C 0.3760 0.7413 0.0461 -1.053 -1.868 -0.286 -0.0241
O -0.0919 -2.1137 0.6304 0.693 -0.735 0.415 -0.9898
O -1.2054 -1.1577 -1.3104 -0.256 -0.139 -1.012 -0.9919
F 1.1562 0.6164 -1.0822 -0.622 0.919 0.708 -0.3744
S -0.9829 -1.0995 0.1172 0.187 1.689 0.489 1.5707
Cl -0.7889 2.1362 0.0113 0.777 -0.096 -0.403 -0.1283
Br 1.5369 0.8771 1.5875 0.275 0.229 0.087 -0.0621
```
Positions in Å, forces in eV/Å.

For the HOMO energy, the calculation gives -3.89 eV. The calculation puts the LUMO energy at 3.3 eV. For the energy above the lowest of the compared OMol25 structures with the same formula, charge and spin, the calculation gives 1.44 kcal per mole. For the orbital gap, the calculation gives 7.16 eV. The charge is -1.